No. 1
Below is a cluster of 11 separate species, C38H94Cl8O25P4 in total in a non-equilibrium geometry, with properties calculated with ωB97M-V/def2-TZVPD.

Structure (XYZ):
```
169
Properties=species:S:1:pos:R:3
C -2.685 9.403 31.464
O -2.433 10.168 30.249
P -1.418 11.403 30.282
O -1.312 12.107 29.019
O -1.919 12.245 31.489
C -2.801 13.362 31.212
O -0.114 10.725 30.718
C 1.134 10.858 29.941
H -3.620 8.849 31.283
H -2.810 10.079 32.307
H -1.855 8.709 31.655
H -2.856 13.846 32.165
H -3.759 12.961 30.837
H -2.324 13.984 30.460
H 1.636 11.679 30.383
H 0.881 10.911 28.895
H 1.675 9.940 30.180
C -5.531 1.915 36.050
O -5.470 0.545 35.581
P -4.495 -0.460 36.361
O -3.301 0.201 36.819
O -4.352 -1.577 35.324
C -3.619 -2.763 35.867
O -5.410 -0.991 37.522
C -6.617 -1.611 37.193
H -4.561 2.307 36.263
H -6.204 1.947 36.975
H -6.043 2.435 35.258
H -3.754 -3.516 35.092
H -3.924 -3.120 36.822
H -2.570 -2.441 35.979
H -7.266 -1.084 36.513
H -7.271 -1.898 38.076
H -6.504 -2.595 36.728
C 3.188 4.239 28.853
O 1.780 3.699 29.127
P 1.028 2.811 28.084
O 1.775 2.669 26.825
O -0.297 3.700 28.016
C -1.573 3.391 27.410
O 0.672 1.415 28.741
C 0.144 1.521 30.079
H 3.679 4.204 29.829
H 3.031 5.265 28.509
H 3.613 3.622 28.019
H -2.190 2.830 28.113
H -1.484 2.686 26.645
H -2.027 4.306 27.143
H 0.345 0.545 30.501
H -0.938 1.631 30.134
H 0.691 2.252 30.712
C -1.451 2.660 35.679
O -2.024 3.261 34.493
P -1.293 2.883 33.082
O 0.183 3.038 33.055
O -1.695 1.452 32.766
C -3.167 1.203 32.635
O -2.129 3.805 32.124
C -1.560 4.596 31.131
H -1.752 1.636 35.761
H -1.856 3.104 36.610
H -0.380 2.768 35.557
H -3.542 0.685 33.524
H -3.401 0.572 31.789
H -3.680 2.177 32.458
H -0.545 4.888 31.488
H -2.260 5.426 31.012
H -1.486 4.101 30.123
C 0.214 -1.108 34.520
O -1.010 -1.791 34.425
C -0.963 -2.622 33.261
C -0.177 -3.872 33.517
O -0.924 -4.979 33.083
C -0.145 -6.134 32.855
C -0.973 -7.069 32.008
O -0.299 -8.301 31.841
C -1.071 -9.178 31.043
H 1.082 -1.760 34.630
H 0.246 -0.434 35.373
H 0.387 -0.401 33.654
H -0.743 -2.077 32.364
H -1.969 -2.924 33.224
H -0.023 -3.930 34.631
H 0.698 -3.917 32.915
H 0.130 -6.606 33.785
H 0.754 -5.933 32.324
H -1.049 -6.534 31.026
H -2.046 -7.243 32.317
H -0.667 -10.142 31.259
H -1.040 -8.954 29.975
H -2.135 -9.255 31.361
C -6.688 2.402 31.925
O -6.246 1.039 32.199
C -7.339 0.253 32.523
C -6.959 -1.177 32.819
O -7.168 -1.850 31.578
C -6.892 -3.273 31.655
C -7.616 -4.008 30.555
O -7.218 -3.581 29.343
C -8.014 -4.046 28.311
H -7.301 2.723 32.788
H -7.224 2.316 30.941
H -5.777 3.003 31.819
H -8.071 0.239 31.667
H -7.869 0.663 33.380
H -7.706 -1.570 33.485
H -5.939 -1.234 33.211
H -7.227 -3.693 32.594
H -5.776 -3.516 31.591
H -8.690 -3.914 30.643
H -7.464 -5.083 30.706
H -8.137 -5.144 28.303
H -7.642 -3.777 27.346
H -8.986 -3.520 28.418
C -1.101 6.765 38.483
O -1.452 5.413 38.743
C -1.805 5.333 40.105
C -2.200 3.994 40.505
O -3.354 3.498 39.755
C -3.793 2.213 40.066
C -4.811 2.177 41.230
O -4.418 2.724 42.475
C -5.452 2.819 43.445
H -0.672 6.874 37.533
H -0.397 7.099 39.211
H -1.969 7.437 38.555
H -2.593 6.097 40.248
H -1.016 5.616 40.835
H -2.352 4.016 41.536
H -1.457 3.267 40.278
H -2.901 1.620 40.330
H -4.202 1.883 39.100
H -5.203 1.121 41.238
H -5.670 2.782 40.926
H -5.311 3.610 44.143
H -5.528 1.964 44.131
H -6.445 2.871 42.981
Cl 3.014 5.467 35.724
C 2.347 5.883 34.116
C 0.925 6.424 34.116
Cl 0.866 8.040 35.012
H 2.364 4.940 33.600
H 2.984 6.691 33.738
H 0.306 5.763 34.752
H 0.570 6.494 33.108
Cl 3.910 0.159 35.061
C 3.862 -0.337 33.355
C 3.929 0.929 32.433
Cl 3.526 0.343 30.779
H 2.862 -0.805 33.169
H 4.644 -1.034 33.158
H 4.925 1.284 32.413
H 3.275 1.734 32.759
Cl -5.029 5.209 36.665
C -4.582 6.028 35.152
C -3.090 6.308 35.172
Cl -2.378 7.049 33.788
H -5.052 7.014 35.141
H -4.907 5.360 34.319
H -2.531 5.393 35.329
H -2.986 6.869 36.079
Cl -3.599 -1.775 30.699
C -4.544 -1.405 29.189
C -5.243 -0.096 29.399
Cl -4.301 1.356 28.751
H -5.251 -2.274 29.196
H -3.996 -1.398 28.235
H -5.521 0.139 30.402
H -6.178 -0.084 28.813
```

Summary:
* ΔE to the lowest compared entry with this formula, charge and spin: 3.0 kcal per mole
* LUMO level: 0.3 eV
* net charge: 0
* SMILES: COP(=O)(OC)OC.COP(=O)(OC)OC.COP(=O)(OC)OC.COP(=O)(OC)OC.COCCOCCOC.COCCOCCOC.COCCOCCOC.ClCCCl.ClCCCl.ClCCCl.ClCCCl
* HOMO-LUMO gap: 9.7 eV



No. 2
Below is a cluster of 3 separate species, C4H16N4 in total, with properties calculated with ωB97M-V/def2-TZVPD.

Structure (XYZ):
```
24
Properties=species:S:1:pos:R:3
N 1.195 -0.019 -1.799
C 0.843 -1.212 -1.529
N 1.685 -2.254 -1.211
N -0.477 -1.564 -1.667
H 2.195 0.137 -1.760
H 2.624 -2.025 -0.935
H 1.297 -3.084 -0.798
H -1.087 -0.771 -1.778
H -0.827 -2.274 -1.044
C -1.996 1.672 -0.086
N -0.620 1.331 0.204
C 0.084 2.410 0.868
H -2.516 1.871 0.855
H -2.104 2.560 -0.731
H -2.483 0.828 -0.575
H -0.119 1.095 -0.654
H -0.385 2.596 1.838
H 0.079 3.353 0.297
H 1.118 2.107 1.031
C 0.299 -1.351 1.891
H 0.126 -1.141 2.938
H -0.240 -2.251 1.621
H 1.358 -1.501 1.731
H -0.048 -0.514 1.294
```

Summary:
* ΔE to the lowest compared entry with this formula, charge and spin: 0.0 kcal per mole
* LUMO level: 0.8 eV
* net charge: 0
* SMILES: N=C(N)N.CNC.C
* HOMO-LUMO gap: 9.2 eV



- Which formula does entry 2 have?
  C4H16N4



- Which value of LUMO level does entry 2 give?
  0.8 eV



- Which of these has the highest ΔE to the lowest compared entry with this formula, charge and spin?
  C38H94Cl8O25P4